Entry 1:
DFT (ωB97M-V with the def2-TZVPD basis set) results for a structure of composition C7H10.

```
17
Properties=species:S:1:pos:R:3:forces:R:3:nbo_charge:R:1
C 2.310644 -1.191101 -0.173322 0.2 -0.1 0.0 -0.844
C 0.016324 0.135421 0.427372 0.0 0.0 0.2 0.073
C -1.123202 -0.837638 0.228429 -0.1 -0.2 0.1 -0.413
C -1.694165 0.417737 -0.544348 -0.4 -0.1 -0.3 -0.200
C -1.067128 1.729053 0.190908 -0.2 0.5 0.1 -0.221
C -0.298413 1.132334 1.318094 -0.2 -0.1 0.2 -0.249
C -0.328837 0.927704 -0.823334 0.0 0.1 -0.2 -0.294
H 2.180092 -2.077563 0.451865 0.1 0.1 -0.1 0.212
H 1.686358 -1.283735 -1.067164 0.2 0.0 0.1 0.205
H 3.351342 -1.048135 -0.456102 0.1 -0.2 0.0 0.213
H -1.623353 -1.211627 1.124924 0.0 0.1 -0.1 0.207
H -0.952996 -1.641905 -0.498501 0.0 0.2 0.1 0.214
H -2.523688 0.400383 -1.253566 0.1 0.0 0.1 0.212
H -1.510966 2.713914 0.061113 0.0 -0.1 0.0 0.216
H -0.604192 0.946008 2.345438 -0.1 0.1 -0.1 0.186
H 1.987673 -0.319434 0.396393 0.3 -0.2 -0.1 0.235
H 0.194513 1.208586 -1.728202 -0.2 0.0 0.2 0.246
```
Positions in Å, forces in eV/Å.

For the relative energy (zero: lowest compared OMol25 entry of this formula, charge and spin), the calculation gives 6.3804 eV. The multiplicity is 1. The total energy comes out at -7414.654 eV. As for the orbital gap: 8.54 eV. The highest occupied orbital energy comes out at -7.92 eV.

Entry 2:
DFT (ωB97M-V with the def2-TZVPD basis set) results for the molecule C7H10.

```
17
Properties=species:S:1:pos:R:3:forces:R:3:nbo_charge:R:1
C -1.314543 -1.096229 -0.086424 -0.1 0.0 0.1 -0.605
C -0.025876 -0.735553 -0.836926 0.1 -0.1 0.0 -0.314
C 0.108925 0.785098 -1.154754 0.0 0.1 -0.1 -0.375
C -0.379835 1.732413 -0.063667 0.0 0.0 0.1 -0.622
C 1.161166 -1.104655 -0.039878 0.0 0.2 0.3 0.155
C 1.527609 -0.919812 1.181071 0.1 0.0 0.1 -0.228
C 1.859104 -0.732762 2.415677 -0.1 0.0 -0.4 -0.143
H -2.201246 -0.812202 -0.662808 0.1 0.0 0.0 0.214
H -1.360185 -2.174313 0.095065 0.0 0.1 0.0 0.217
H -1.343066 -0.595182 0.885196 0.0 -0.1 -0.1 0.218
H -0.006427 -1.261413 -1.798371 0.0 0.1 0.1 0.213
H -0.447959 0.974182 -2.080150 0.0 -0.1 0.1 0.212
H -0.141649 2.766507 -0.332695 0.0 -0.1 0.0 0.217
H -1.465136 1.670599 0.059122 0.1 0.0 0.0 0.206
H 0.082535 1.525543 0.907788 0.0 0.0 -0.1 0.219
H 1.158388 1.001592 -1.384783 -0.1 0.0 0.0 0.213
H 2.788197 -1.023821 2.896542 -0.1 0.0 -0.1 0.201
```
Positions in Å, forces in eV/Å.

For the relative energy (zero: lowest compared OMol25 entry of this formula, charge and spin), the calculation gives 4.9432 eV. The multiplicity is 1. The total energy comes out at -7416.092 eV. As for the orbital gap: 7.04 eV. The highest occupied orbital energy comes out at -8.09 eV.

Entry 3:
DFT (ωB97M-V with the def2-TZVPD basis set) results for the molecule C7H10.

```
17
Properties=species:S:1:pos:R:3:forces:R:3:nbo_charge:R:1
C 1.653168 0.818944 -0.122819 -0.2 0.1 0.2 -0.625
C 0.427807 0.702133 -0.998181 0.0 0.2 0.0 -0.208
C -0.400062 -0.544233 -0.932760 0.0 -0.2 -0.2 -0.195
C 0.023575 -1.717141 -0.074166 0.0 0.0 0.0 -0.619
C -0.909830 0.740192 -0.311431 -0.2 0.1 0.0 -0.323
C -1.073824 0.769026 1.116673 -1.0 -0.4 0.2 -0.006
C -1.616631 0.614022 2.180124 0.4 0.1 -0.1 -0.248
H 2.409984 0.054998 -0.388985 -0.5 0.1 0.6 0.213
H 2.143840 1.767300 -0.376652 -0.2 0.0 0.6 0.219
H 1.276473 0.785851 0.958118 1.2 0.0 -1.4 0.229
H 0.427363 1.256444 -1.934869 0.2 -0.3 0.1 0.218
H -0.915616 -0.824000 -1.846541 0.1 0.0 0.1 0.216
H -0.836202 -2.358456 0.144115 0.1 0.1 0.0 0.218
H 0.775783 -2.314671 -0.600775 -0.1 0.0 0.1 0.213
H 0.452333 -1.414247 0.886429 -0.1 0.0 -0.2 0.222
H -1.737617 1.243671 -0.801528 0.2 -0.1 -0.1 0.241
H -2.100543 0.420166 3.103247 0.1 0.1 0.2 0.235
```
Positions in Å, forces in eV/Å.

For the relative energy (zero: lowest compared OMol25 entry of this formula, charge and spin), the calculation gives 2.7301 eV. The multiplicity is 1. The total energy comes out at -7418.305 eV. As for the SMILES: C#C[C@@H]1[C@H](C)[C@@H]1C. As for the orbital gap: 10.31 eV. The highest occupied orbital energy comes out at -9.23 eV.

Entry 4:
DFT (ωB97M-V with the def2-TZVPD basis set) results for the molecule C7H10.

```
17
Properties=species:S:1:pos:R:3:forces:R:3:nbo_charge:R:1
C -0.429573 0.145524 0.362374 1.6 -1.4 -0.8 0.017
C 0.679828 0.455286 -0.582168 1.0 -1.6 3.7 0.032
C -1.621536 -0.336852 0.691506 -0.5 1.1 1.5 -0.345
C 0.944338 -0.153153 0.603347 -0.6 1.0 -2.0 0.038
C 1.375316 0.963901 -1.770252 -1.1 2.3 0.5 -0.659
C -2.831857 0.022997 -0.082889 -0.4 2.7 2.3 -0.611
C 1.927001 -0.980102 1.331705 -0.3 2.0 1.5 -0.657
H -1.723996 -0.604757 1.762780 0.1 -0.4 -0.8 0.197
H 1.027518 0.451105 -2.620611 -0.3 -0.7 -1.3 0.231
H 2.488141 0.993023 -1.767815 -1.0 0.0 0.4 0.234
H 0.893843 1.999357 -1.822069 1.2 -0.9 -0.5 0.236
H -2.413500 0.568513 -0.920381 -0.8 0.0 -0.6 0.207
H -3.544403 0.716510 0.568125 1.3 -1.1 -1.5 0.187
H -3.391462 -0.826738 -0.300117 -1.1 -1.4 -0.9 0.204
H 2.849820 -0.443272 1.265926 1.0 0.1 -0.1 0.226
H 2.040828 -1.908094 0.858533 0.0 -1.5 -0.5 0.237
H 1.729693 -1.063249 2.422005 -0.2 -0.2 -0.8 0.228
```
Positions in Å, forces in eV/Å.

For the relative energy (zero: lowest compared OMol25 entry of this formula, charge and spin), the calculation gives 3.8286 eV. The multiplicity is 1. The total energy comes out at -7417.206 eV. As for the SMILES: CC=C1C(C)=C1C. As for the orbital gap: 8.08 eV. The highest occupied orbital energy comes out at -7.22 eV.

Entry 5:
DFT (ωB97M-V with the def2-TZVPD basis set) results for the molecule C7H10.

```
17
Properties=species:S:1:pos:R:3:forces:R:3:nbo_charge:R:1
C -0.231790 1.859114 -0.066763 0.0 0.0 0.1 -0.614
C -0.274717 0.646514 -0.967449 0.0 0.1 -0.1 -0.194
C 0.687734 -0.497924 -0.817978 0.1 0.0 -0.1 -0.194
C 1.738547 -0.516200 0.267828 0.0 0.0 0.1 -0.615
C -0.788543 -0.718194 -0.547118 -0.1 -0.1 0.0 -0.322
C -1.347354 -1.068830 0.739523 -0.2 -0.1 0.3 0.009
C -1.928117 -1.506037 1.702185 0.3 0.2 -0.3 -0.263
H 0.516634 2.567224 -0.443086 -0.1 -0.1 0.1 0.213
H -1.197551 2.374259 -0.051078 0.1 -0.1 0.0 0.217
H 0.028787 1.614733 0.966202 -0.1 0.0 -0.1 0.215
H -0.545226 0.892161 -1.992902 0.1 0.0 0.1 0.213
H 1.021646 -0.958194 -1.745960 0.0 0.1 0.1 0.213
H 2.046733 -1.540242 0.501567 -0.1 0.1 0.0 0.218
H 2.625966 0.033559 -0.067817 -0.1 -0.1 0.1 0.213
H 1.393208 -0.057602 1.198137 0.0 -0.1 -0.1 0.215
H -1.311519 -1.252374 -1.336681 0.1 0.1 0.1 0.239
H -2.463403 -1.918662 2.528443 0.2 0.2 -0.1 0.237
```
Positions in Å, forces in eV/Å.

For the relative energy (zero: lowest compared OMol25 entry of this formula, charge and spin), the calculation gives 2.4546 eV. The multiplicity is 1. The total energy comes out at -7418.580 eV. As for the SMILES: C#C[C@@H]1[C@H](C)[C@@H]1C. As for the orbital gap: 10.29 eV. The highest occupied orbital energy comes out at -9.23 eV.

Entry 6:
DFT (ωB97M-V with the def2-TZVPD basis set) results for the molecule C7H10.

```
17
Properties=species:S:1:pos:R:3:forces:R:3:nbo_charge:R:1
C 1.082582 -1.088200 -0.493597 0.0 0.2 0.0 -0.201
C 0.761312 -2.452012 0.024689 0.1 -0.1 0.1 -0.638
C 0.453548 0.025822 -0.152445 0.1 -0.2 -0.2 0.024
C 0.576439 1.459532 -0.633501 0.1 0.1 -0.1 -0.431
C -0.515327 1.830285 0.380787 0.0 0.3 0.1 -0.207
C -1.761393 1.043047 0.132393 -0.2 0.0 -0.1 -0.410
C -0.615756 0.374834 0.839945 0.0 -0.3 0.2 -0.270
H 1.938740 -1.025066 -1.164794 -0.2 0.1 -0.1 0.196
H 1.520966 -2.728077 0.761455 -0.1 -0.3 0.0 0.213
H 0.783440 -3.177252 -0.798046 0.1 0.1 0.2 0.215
H -0.229215 -2.506592 0.490723 0.2 0.1 0.0 0.212
H 1.551697 1.917867 -0.438257 -0.2 -0.1 0.1 0.219
H 0.317341 1.600554 -1.689466 0.0 0.1 0.1 0.205
H -0.515598 2.725108 0.993963 0.0 -0.2 -0.1 0.219
H -2.030266 0.719678 -0.871881 0.1 0.1 0.1 0.209
H -2.605090 1.297639 0.769037 0.1 0.0 -0.1 0.221
H -0.713421 -0.017166 1.848994 0.0 0.1 -0.2 0.224
```
Positions in Å, forces in eV/Å.

For the relative energy (zero: lowest compared OMol25 entry of this formula, charge and spin), the calculation gives 2.1054 eV. The multiplicity is 1. The total energy comes out at -7418.929 eV. As for the SMILES: C/C=C1/C[C@H]2C[C@@H]12. As for the orbital gap: 9.73 eV. The highest occupied orbital energy comes out at -8.55 eV.